# 1
{"formula": "C38H53N13O8", "method": "the ωB97M-V functional and the def2-TZVPD basis", "species": ["C", "O", "N", "N", "H", "H", "H", "H", "C", "O", "N", "N", "H", "H", "H", "H", "C", "C", "C", "C", "C", "C", "O", "O", "H", "H", "H", "H", "H", "H", "C", "C", "C", "C", "C", "C", "O", "O", "H", "H", "H", "H", "H", "H", "C", "C", "C", "C", "C", "C", "O", "O", "H", "H", "H", "H", "H", "H", "C", "C", "N", "H", "H", "H", "C", "C", "N", "H", "H", "H", "C", "C", "N", "H", "H", "H", "C", "C", "N", "H", "H", "H", "C", "C", "N", "H", "H", "H", "C", "C", "N", "H", "H", "H", "C", "C", "N", "H", "H", "H", "C", "C", "N", "H", "H", "H", "C", "C", "N", "H", "H", "H"], "xyz": [[-0.28582, 4.50665, 0.50143], [0.60416, 5.04750, -0.11963], [-0.05703, 3.65158, 1.36611], [-1.55472, 4.74649, 0.44251], [-0.76484, 3.01716, 1.70763], [0.91329, 3.52387, 1.61569], [-1.96721, 5.12153, -0.39969], [-2.13178, 4.51111, 1.23731], [-1.77199, 1.21006, -5.75498], [-0.80077, 1.90250, -6.03244], [-2.09516, 0.83479, -4.55197], [-2.63381, 1.02691, -6.66255], [-1.62200, 1.26230, -3.76873], [-3.02775, 0.45196, -4.49029], [-2.39105, 1.42570, -7.55816], [-3.49910, 0.59043, -6.37817], [0.27088, 0.02835, -1.37736], [0.43141, -0.98221, -0.46512], [-0.26477, -0.78441, 0.77355], [-1.25733, 0.17902, 0.90218], [-1.45364, 1.07166, -0.07541], [-0.65853, 1.04469, -1.21708], [-0.87364, 1.97329, -2.18161], [-0.14302, -1.63819, 1.85260], [0.83451, 0.05183, -2.29831], [1.05446, -1.85478, -0.59492], [-1.84751, 0.10335, 1.80349], [-2.21363, 1.83851, -0.04759], [-0.02592, 2.33278, -2.45312], [-0.93841, -1.72032, 2.38384], [-1.56708, 1.99168, 5.78275], [-2.21653, 2.14436, 4.57520], [-2.09954, 3.30708, 3.82257], [-1.13489, 4.26451, 4.26831], [-0.29157, 4.01486, 5.40239], [-0.55849, 2.89791, 6.19617], [0.15118, 2.70050, 7.34850], [-2.67541, 3.41143, 2.58631], [-1.80747, 1.11522, 6.36623], [-2.91648, 1.40377, 4.21744], [-0.89325, 5.09991, 3.62791], [0.54185, 4.66642, 5.61985], [-0.31219, 1.95066, 7.72878], [-3.36115, 2.77069, 2.38434], [4.07347, -1.17763, -4.65771], [3.95898, -1.81872, -5.88213], [2.99999, -1.30847, -6.70983], [1.98057, -0.43263, -6.29001], [2.07465, 0.19746, -5.03444], [3.15624, -0.24219, -4.27255], [3.27827, 0.24204, -2.98301], [3.03410, -1.59211, -8.09219], [4.95869, -1.45922, -4.10680], [4.68260, -2.54467, -6.22237], [1.21715, 0.02267, -6.90345], [1.38885, 0.91568, -4.60989], [4.01389, -0.19610, -2.54881], [2.19518, -1.71420, -8.54263], [-4.31180, -0.93640, -0.69668], [-5.46214, -1.87675, -0.69381], [-6.34796, -2.61418, -0.72154], [-3.46749, -1.52884, -1.04919], [-4.09417, -0.54951, 0.29884], [-4.35715, -0.08092, -1.37064], [-1.37992, -4.60483, 2.07438], [-2.69474, -5.19013, 2.31956], [-3.77451, -5.59715, 2.52107], [-1.53696, -3.76303, 1.39999], [-0.83426, -5.45999, 1.67556], [-0.84048, -4.28128, 2.96456], [-4.93594, -2.87849, 4.74343], [-3.68288, -2.47004, 4.10749], [-2.74520, -2.10465, 3.55409], [-5.88220, -2.41178, 4.46981], [-4.78236, -2.67971, 5.80410], [-5.17919, -3.93044, 4.59399], [3.26786, 1.68497, -0.18618], [3.58136, 0.58311, 0.76745], [3.73175, -0.28087, 1.48427], [3.95634, 1.73520, -1.02973], [3.45473, 2.59733, 0.38020], [2.21830, 1.79369, -0.45949], [-1.08767, -4.36882, -2.15903], [-1.05379, -3.18040, -3.07236], [-1.06827, -2.31064, -3.76813], [-2.09132, -4.33660, -1.73509], [-0.40745, -4.22236, -1.32001], [-0.78129, -5.19802, -2.79673], [2.65497, -4.37561, -1.58287], [2.35043, -4.54786, -0.15314], [2.12124, -4.67153, 0.97540], [3.13568, -3.41006, -1.74016], [1.77646, -4.23100, -2.21168], [3.23234, -5.24558, -1.89575], [1.20654, 0.94910, 3.99172], [1.84580, 2.16688, 3.45808], [2.37683, 3.12514, 3.18693], [1.43316, 0.81958, 5.05000], [1.62414, 0.16272, 3.36298], [0.12824, 1.00515, 3.84265], [3.74109, 4.80437, -2.09764], [2.58941, 3.95447, -2.43034], [1.61795, 3.31136, -2.71454], [4.59708, 4.12990, -2.07585], [3.72780, 5.26682, -1.11070], [3.65130, 5.46696, -2.95847], [2.31894, -2.95419, 3.70579], [2.93986, -1.87259, 4.50398], [3.42067, -1.05319, 5.09956], [2.45845, -2.66166, 2.66508], [1.23758, -2.85187, 3.79693], [2.70197, -3.93081, 4.00176]], "mulliken_charge": [0.35, -0.73, 0.74, -0.23, -0.40, -0.22, 0.24, 0.26, 0.73, -0.71, -0.02, -0.41, 0.07, 0.11, 0.26, 0.14, 0.12, -0.98, 0.40, 0.04, -0.86, 0.56, -0.98, 0.38, 0.22, 0.56, 0.17, 0.53, 0.21, -0.28, -0.47, -0.70, 0.23, -0.23, -0.71, 0.89, -0.54, -0.61, 0.27, 0.39, 0.35, 0.42, 0.29, 0.29, -0.64, -0.90, 0.46, -0.66, -0.34, 0.43, -0.13, -0.56, 0.42, 0.42, 0.40, 0.61, 0.22, 0.31, -0.14, 0.05, -0.39, 0.03, 0.07, 0.37, 0.08, 0.02, -0.52, -0.19, 0.46, 0.16, -1.04, 0.49, -0.50, 0.31, 0.29, 0.31, -0.29, 0.02, -0.47, 0.40, 0.51, -0.23, -0.69, 0.38, -0.35, 0.37, -0.06, 0.37, -0.68, 0.46, -0.44, 0.14, 0.18, 0.38, 0.89, 0.30, -0.66, 0.61, -0.58, -0.53, -1.03, 0.58, -0.66, 0.32, 0.27, 0.38, 0.05, 0.23, -0.50, -0.04, -0.15, 0.48], "gap_ha": 0.2896, "e_tot_ev": -76012.918, "e_homo_ev": -8.08, "total_charge": 0}


# 2
{"formula": "C38H54Br2N4O5PReS2", "method": "the ωB97M-V functional and the def2-TZVPD basis", "species": ["Re", "C", "C", "C", "C", "C", "C", "C", "P", "C", "C", "C", "C", "C", "C", "C", "C", "C", "C", "C", "C", "C", "C", "H", "H", "H", "H", "H", "H", "H", "H", "H", "H", "H", "H", "H", "H", "H", "H", "H", "H", "H", "H", "Br", "C", "Br", "H", "H", "C", "C", "S", "O", "O", "C", "C", "N", "C", "N", "C", "C", "N", "O", "O", "C", "H", "H", "H", "H", "H", "H", "H", "H", "H", "H", "H", "H", "H", "C", "C", "C", "C", "N", "H", "H", "H", "H", "H", "H", "H", "H", "H", "C", "C", "S", "O", "C", "C", "H", "H", "H", "H", "H", "H", "H", "H", "H", "H"], "xyz": [[0.41485, 1.02407, -1.08063], [-0.02101, 3.45124, 4.02474], [-1.08208, 3.61671, 2.96623], [-2.24550, 4.30492, 3.30611], [-3.28511, 4.47467, 2.40648], [-3.18646, 3.95078, 1.12606], [-2.04317, 3.25875, 0.76847], [-0.99067, 3.08997, 1.66933], [0.44255, 2.17519, 1.04459], [1.02624, 1.03230, 2.34338], [2.39985, 0.93104, 2.56366], [2.91966, -0.04724, 3.39785], [2.06110, -0.93479, 4.02767], [0.69310, -0.82764, 3.82182], [0.15208, 0.14205, 2.98193], [-1.34238, 0.21572, 2.81848], [1.76270, 3.37330, 0.74288], [1.88491, 4.62816, 1.32872], [2.91386, 5.47077, 0.93588], [3.81294, 5.05455, -0.03735], [3.67955, 3.80764, -0.63199], [2.64670, 2.95704, -0.25521], [2.42429, 1.62603, -0.91049], [-0.00666, 4.32409, 4.67734], [0.97829, 3.31939, 3.61785], [-0.23068, 2.57989, 4.65100], [-2.33051, 4.72007, 4.30350], [-4.17167, 5.01811, 2.70639], [-3.99189, 4.07844, 0.41479], [-1.95500, 2.83211, -0.22371], [3.07384, 1.63028, 2.08189], [3.98834, -0.11195, 3.55411], [2.45317, -1.70391, 4.68081], [0.02031, -1.51045, 4.33097], [-1.80223, -0.73938, 3.07282], [-1.63838, 0.48728, 1.80635], [-1.77620, 0.97119, 3.47832], [1.16606, 4.96604, 2.06456], [3.00664, 6.45355, 1.37859], [4.61420, 5.71354, -0.34624], [4.36940, 3.49546, -1.40757], [2.81715, 0.81790, -0.26750], [2.96721, 1.55600, -1.84938], [4.72346, -1.25643, -2.07739], [3.99333, -1.31205, -3.85736], [3.19006, 0.35923, -4.40020], [3.20575, -2.05410, -3.86256], [4.80399, -1.52337, -4.54042], [-3.28619, -4.33897, 5.28348], [-3.04651, -5.54218, 4.38497], [-3.00866, -5.13045, 2.65940], [-2.70283, -6.31920, 1.90917], [-4.17232, -4.34867, 2.32551], [-1.60376, -4.02414, 2.48818], [-1.26625, -3.96983, 1.00494], [-0.32806, -2.88720, 0.69100], [-0.68828, -1.71375, 0.14058], [0.38003, -0.94742, -0.06977], [1.47665, -1.64926, 0.34768], [1.04526, -2.83868, 0.82975], [1.85299, -3.86644, 1.41526], [1.28894, -4.87179, 1.81263], [3.04636, -3.67127, 1.42509], [-2.08012, -1.32671, -0.21488], [-3.45097, -4.67401, 6.30621], [-4.16462, -3.78400, 4.95767], [-2.42685, -3.66642, 5.29219], [-3.85342, -6.27572, 4.44569], [-2.10913, -6.06008, 4.59204], [-0.76285, -4.39440, 3.07306], [-1.93265, -3.05404, 2.85870], [-2.16836, -3.76903, 0.42863], [-0.85441, -4.91672, 0.67259], [2.48670, -1.28659, 0.27513], [-2.49053, -1.96907, -0.99541], [-2.08217, -0.29807, -0.58419], [-2.74593, -1.37576, 0.64598], [-1.43152, 3.98152, -2.87146], [-0.23813, 3.14205, -3.32819], [-0.51618, 2.49669, -4.68416], [1.02657, 4.00169, -3.38802], [0.01496, 2.09987, -2.35637], [-1.61072, 4.78953, -3.58219], [-1.23508, 4.42069, -1.89305], [-2.33489, 3.37083, -2.81149], [-0.75724, 3.26308, -5.42227], [-1.35876, 1.80622, -4.61589], [0.36235, 1.95013, -5.03177], [0.90779, 4.77900, -4.14470], [1.89303, 3.39132, -3.64926], [1.21473, 4.47510, -2.42330], [-0.95624, -4.31816, -4.05240], [-1.22743, -3.08514, -3.20738], [0.05103, -1.79768, -3.27885], [1.33334, -2.48408, -2.93698], [0.03310, -1.45633, -5.06942], [1.01293, -2.31565, -5.86687], [-1.67257, -5.09989, -3.80025], [0.04533, -4.69965, -3.85619], [-1.05234, -4.10963, -5.11697], [-1.25225, -3.35293, -2.14693], [-2.17434, -2.59897, -3.45787], [0.27531, -0.39773, -5.15028], [-1.00361, -1.58335, -5.38711], [1.93820, -1.77122, -6.04477], [0.58428, -2.58159, -6.83211], [1.27029, -3.23199, -5.34033]], "mulliken_charge": [0.18, -1.65, 0.93, -0.91, -0.86, -0.95, -0.97, 1.21, 0.92, 1.10, -1.15, -0.92, -0.92, -0.61, 0.93, -1.55, 0.65, -1.31, -0.86, -0.80, -0.58, 0.72, -1.14, 0.54, 0.25, 0.36, 0.50, 0.41, 0.47, 0.40, 0.46, 0.51, 0.45, 0.62, 0.25, 0.14, 0.39, 0.40, 0.46, 0.41, 0.55, 0.41, 0.08, -0.13, -0.01, -0.11, -0.17, 0.48, -1.00, -0.50, 1.31, -0.71, -0.68, 0.41, -2.14, 1.35, -0.22, 1.39, -0.77, -0.61, 1.20, -0.68, -0.65, -1.91, 0.38, 0.32, 0.17, 0.43, 0.38, 0.65, -0.36, 0.75, 0.34, 0.61, 0.54, 0.00, 0.46, -1.62, 1.52, -1.50, -1.33, 0.93, 0.50, 0.31, 0.34, 0.46, 0.33, 0.19, 0.52, 0.21, 0.25, -1.33, -0.11, 0.90, -0.78, -0.05, -1.27, 0.43, 0.32, 0.29, -0.34, 0.50, -0.30, 0.66, 0.34, 0.33, 0.31], "gap_ha": [0.2417, 0.2707], "e_tot_ev": -229646.221, "spin_multiplicity": 2, "e_homo_ev": [-9.57, -10.48], "total_charge": 1, "s2": 0.76}